Entry from the OMol25 dataset: an isolated molecule of C3H5NO2 (ωB97M-V with the def2-TZVPD basis set).

```
11
Properties=species:S:1:pos:R:3:nbo_charge:R:1
N -0.78927 -0.15487 -0.71005 -0.629
C -1.37070 0.38542 0.37808 0.526
O -0.70881 0.83479 1.32572 -0.548
C 1.10961 0.41809 0.42535 -0.089
C 0.57870 -0.69191 -0.36218 0.259
O 0.69360 -1.91881 -0.16515 -0.719
H -1.35764 -0.74299 -1.30788 0.413
H -2.46531 0.42971 0.39723 0.168
H 1.89373 0.22069 1.15547 0.230
H 1.04190 1.41638 0.00879 0.212
H 1.37419 -0.19649 -1.14538 0.177
```

Summary:
- molar mass (g/mol) = 87.08
- ΔE to the lowest compared entry with this formula, charge and spin (kcal per mole) = 91.8
- F_max (eV/Å) = 0.5
- highest occupied orbital energy (eV) = -8.608

=====

Entry from the OMol25 dataset: an isolated molecule of C3H5NO2 in a non-equilibrium geometry (ωB97M-V with the def2-TZVPD basis set).

```
11
Properties=species:S:1:pos:R:3:nbo_charge:R:1
O -2.02959 -1.32396 1.17951 -0.625
C -1.02159 -0.89618 0.65272 0.860
N -0.75287 0.49847 0.65176 -0.661
C 0.17862 0.79651 -0.37161 -0.306
C 1.31430 -0.10780 -0.28034 0.027
O -0.06058 -1.54685 0.00949 -0.615
H -1.58829 1.06167 0.69668 0.401
H -0.05892 0.25846 -1.31760 0.235
H 0.29983 1.84841 -0.64072 0.248
H 1.72107 -0.62580 0.55892 0.230
H 1.99802 0.03706 -1.13881 0.206
```

Summary:
- molar mass (g/mol) = 87.08
- ΔE to the lowest compared entry with this formula, charge and spin (kcal per mole) = 71.0
- F_max (eV/Å) = 1.4
- highest occupied orbital energy (eV) = -9.716

=====

Entry from the OMol25 dataset: a cluster of 3 separate species, C3H5NO2 in total in a non-equilibrium geometry (ωB97M-V with the def2-TZVPD basis set).

```
11
Properties=species:S:1:pos:R:3:nbo_charge:R:1
O 1.02498 1.02717 1.12506 -0.435
C 0.65450 0.11274 0.47463 0.510
C 0.86868 -1.39683 0.53925 -0.184
O -0.27141 -1.58538 -0.32913 -0.488
C -0.52493 -0.23537 -0.43436 0.434
N -1.45509 0.39075 -0.97918 -0.614
H -0.55346 3.00058 0.13170 0.011
H -0.08729 2.51226 -0.73544 -0.015
H 1.77627 -1.79843 0.10214 0.211
H 0.66217 -1.77375 1.54282 0.210
H -2.09441 -0.25374 -1.43750 0.360
```

Summary:
- molar mass (g/mol) = 87.08
- ΔE to the lowest compared entry with this formula, charge and spin (kcal per mole) = 102.9
- F_max (eV/Å) = 5.0
- highest occupied orbital energy (eV) = -10.301